Record 1
Density functional theory data (the ωB97M-V functional and the def2-TZVPD basis) for a 2-piece molecular cluster, C2BrN2P overall in a non-equilibrium geometry.

Last columns: bonded neighbours and bond lengths (Å).
Element x y z (Å)
1 C 1.2376 0.5155 1.5498  N3 1.140
2 C -0.6470 0.3889 -1.1782  N4 1.150, P5 1.757
3 N 1.8150 1.1612 2.2908  C1 1.140
4 N -1.1310 1.4304 -1.1155  C2 1.150
5 P 0.0958 -1.1921 -1.3718  C2 1.757, Br6 2.195
6 Br -1.3705 -2.3039 -0.1750  P5 2.195

Properties
charge: 0
LUMO level (spin up / spin down): -3.0 / -4.4 eV
energy relative to the best compared isomer or geometry (same formula, charge and spin): 51.2 kcal/mol
maximum force: 2.6 eV/A
Kohn-Sham gap (spin up / spin down): 8.62 / 5.31 eV

Record 2
Density functional theory data (the ωB97M-V functional and the def2-TZVPD basis) for a 2-piece molecular cluster, C2Cl2N2O4 overall in a non-equilibrium geometry.

Last columns: bonded neighbours and bond lengths (Å).
Element x y z (Å)
1 C -1.2873 0.1877 0.4098  N3 1.179, N4 1.394
2 C 1.8588 0.0678 -0.2254  O5 1.178, Cl9 1.750, Cl10 1.731
3 N -1.4231 1.1062 1.1372  C1 1.179, O7 1.181
4 N -1.2444 -0.7451 -0.6248  C1 1.394, O6 1.237, O8 1.208
5 O 1.2143 1.0504 -0.1487  C2 1.178
6 O -1.3006 -0.3513 -1.7957  N4 1.237
7 O -1.4256 1.8657 2.0412  N3 1.181
8 O -1.3100 -1.8838 -0.2256  N4 1.208
9 Cl 2.5363 -0.7271 1.1792  C2 1.750
10 Cl 2.3816 -0.5705 -1.7473  C2 1.731

Properties
charge: 0
LUMO level (spin up / spin down): 0.0 / -4.7 eV
multiplicity: 3
⟨S²⟩: 2.05
maximum force: 6.8 eV/A
Kohn-Sham gap (spin up / spin down): 8.22 / 6.42 eV

Record 3
Density functional theory data (the ωB97M-V functional and the def2-TZVPD basis) for a 2-piece molecular cluster, C2Cl3F3 overall in a non-equilibrium geometry.

Last columns: bonded neighbours and bond lengths (Å).
Element x y z (Å)
1 F 0.8963 2.5201 -0.1729  C2 1.343
2 C 0.3222 1.3055 -0.1728  F1 1.343, Cl3 1.693, C4 1.354
3 Cl -1.3106 1.0361 -0.5322  C2 1.693
4 C 1.1507 0.2790 0.1328  C2 1.354, F5 1.297, Cl6 1.764
5 F 2.4157 0.5643 0.1289  C4 1.297
6 Cl 0.8127 -1.4438 0.3008  C4 1.764
7 F -1.3295 -2.0507 0.3566  Cl8 1.684
8 Cl -2.9576 -2.2105 -0.0411  F7 1.684

Properties
charge: 0
LUMO level: -1.3 eV
energy relative to the best compared isomer or geometry (same formula, charge and spin): 106.5 kcal/mol
maximum force: 3.2 eV/A
Kohn-Sham gap: 8.14 eV

| no. | E (eV) |
| --- | --- |
| 1 | -84380.4728 |
| 2 | -38278.7030 |
| 3 | -47789.3375 |